1.
A molecular structure, C35H31N6O4RuS3, computed with wB97M-V/def2-TZVPD.

Kohn-Sham gap = 0.23636 Eh
DFT total energy = -89011.429 eV
E_LUMO = -3.9 eV
charge = +1
HOMO energy = -10.3201 eV
relative energy (zero: lowest compared OMol25 entry of this formula, charge and spin) = 0.271 eV

Last column: Löwdin charge in e.
Cartesian coordinates (Å):
1 Ru -0.213477 -0.163283 0.206326  0.794
2 C 2.093613 -4.831008 -1.166765  -0.053
3 C 2.609895 -3.771464 -1.787907  0.006
4 C 1.767997 -2.593602 -2.162487  -0.269
5 C 0.377575 -2.569748 -1.530959  -0.218
6 C -0.081540 -3.730580 -0.835414  -0.017
7 C 0.718533 -4.810124 -0.711631  -0.014
8 N -0.355505 -1.485623 -1.611149  0.015
9 C -0.392033 -0.688924 -2.748987  -0.208
10 C -0.409856 -1.208604 -4.047028  -0.010
11 C -0.546335 -0.358677 -5.126318  -0.048
12 C -0.680193 1.021207 -4.955219  -0.063
13 C -0.679198 1.550919 -3.684681  0.003
14 C -0.536596 0.692404 -2.596701  -0.179
15 N -0.472969 1.123285 -1.263924  -0.104
16 N -0.401729 2.360229 -1.038750  0.132
17 C -0.367450 2.642772 0.326795  -0.285
18 C -0.295855 3.967622 0.727722  0.021
19 C -0.362261 4.258275 2.075691  -0.033
20 C -0.521444 3.210060 2.972307  -0.040
21 C -0.558839 1.913105 2.498604  -0.128
22 N -0.468974 1.610888 1.197951  -0.034
23 H 2.699273 -5.701489 -0.957817  0.115
24 H 3.644764 -3.731913 -2.104035  0.138
25 H 1.650698 -2.637481 -3.252023  0.166
26 H -1.088756 -3.711471 -0.440900  0.113
27 H 0.329323 -5.698612 -0.229181  0.117
28 H -0.358784 -2.278629 -4.201439  0.122
29 H -0.564057 -0.775641 -6.124849  0.114
30 H -0.791927 1.665983 -5.815159  0.110
31 H -0.781465 2.612443 -3.511081  0.114
32 H -0.193997 4.729225 -0.031284  0.125
33 H -0.300636 5.280495 2.422439  0.119
34 H -0.602638 3.383711 4.036044  0.115
35 H -0.654416 1.082891 3.182423  0.077
36 S -2.412901 -0.783987 0.637344  0.786
37 C -2.503518 -1.161509 2.272523  -0.618
38 N -3.620633 -1.056006 2.976055  -0.086
39 C -3.633921 -1.410170 4.397471  -0.087
40 C -2.774608 -2.625183 4.603039  -0.093
41 N -1.435670 -2.352915 4.094406  -0.096
42 C -0.320801 -2.918524 4.865869  -0.106
43 C -0.127920 -2.166596 6.158775  -0.218
44 C 0.331358 -0.850564 6.133788  -0.036
45 C 0.486222 -0.143462 7.314141  -0.069
46 C 0.186854 -0.744758 8.531471  -0.074
47 C -0.262420 -2.054642 8.562971  -0.068
48 C -0.420616 -2.762894 7.377739  -0.046
49 C -1.267132 -1.656989 2.971874  -0.629
50 S 0.222940 -1.320506 2.314201  0.861
51 C -4.847437 -0.426607 2.460147  -0.107
52 C -5.179596 0.801485 3.268718  -0.227
53 C -6.305618 0.852101 4.077439  -0.040
54 C -6.575861 1.988139 4.830866  -0.065
55 C -5.716198 3.073665 4.781022  -0.071
56 C -4.587524 3.028838 3.970241  -0.067
57 C -4.322492 1.898866 3.215702  -0.034
58 H -4.663895 -1.607208 4.689109  0.140
59 H -3.268131 -0.568159 4.991410  0.149
60 H -3.198114 -3.493993 4.089248  0.147
61 H -2.693706 -2.851317 5.664832  0.133
62 H 0.572451 -2.883027 4.247007  0.093
63 H -0.559401 -3.965870 5.061830  0.136
64 H 0.592466 -0.392437 5.185972  0.095
65 H 0.857009 0.872952 7.290193  0.107
66 H 0.315078 -0.193661 9.453426  0.109
67 H -0.486274 -2.530134 9.508515  0.109
68 H -0.761983 -3.791845 7.405751  0.115
69 H -5.650540 -1.163986 2.507370  0.139
70 H -4.680072 -0.175589 1.416809  0.076
71 H -6.982425 0.005873 4.114381  0.116
72 H -7.458887 2.023027 5.454696  0.110
73 H -5.927542 3.958397 5.366478  0.109
74 H -3.922545 3.881414 3.918827  0.104
75 H -3.450909 1.867865 2.569440  0.102
76 O 1.889487 0.276200 -0.175299  -0.392
77 S 2.653046 -0.991532 -0.350287  0.461
78 O 4.053091 -0.896551 -0.123159  -0.228
79 O 1.995921 -2.088476 0.336768  -0.391
80 O 2.420473 -1.343529 -1.935874  -0.166

Atomic forces in eV per Å
-0.98 0.12 0.43
0.02 0.02 -0.03
-0.02 -0.06 -0.01
-0.06 -0.03 -0.17
0.38 0.27 -0.04
0.04 -0.02 0.21
-0.08 0.02 -0.03
-0.25 -0.66 -0.01
0.32 0.27 -0.03
-0.10 0.02 0.01
0.00 -0.02 -0.01
-0.01 0.00 0.00
0.00 0.01 0.00
0.12 -0.08 -0.07
0.17 0.08 0.12
-0.07 0.00 -0.02
-0.25 -0.10 -0.07
-0.04 0.02 -0.01
-0.01 -0.04 0.00
-0.03 0.04 -0.01
-0.02 -0.06 0.00
0.75 0.37 0.02
0.00 0.00 0.00
-0.01 -0.01 -0.02
0.03 0.03 0.02
0.00 0.01 0.01
0.00 0.00 0.00
-0.01 0.00 0.01
0.00 0.00 0.00
0.00 0.00 0.00
0.00 0.00 0.00
0.00 0.01 0.01
-0.01 0.00 0.00
0.01 0.01 0.00
0.07 -0.06 -0.02
-0.14 0.23 -0.19
0.02 -0.02 0.00
0.02 -0.04 0.00
0.00 0.00 -0.01
0.01 -0.02 -0.02
-0.03 0.00 -0.05
0.01 -0.01 -0.01
0.02 0.01 -0.01
0.01 0.00 0.00
0.00 0.00 0.01
0.00 0.00 -0.01
0.00 0.00 0.00
-0.01 0.00 0.00
-0.04 0.12 0.11
0.05 -0.25 -0.42
0.01 0.03 0.00
0.01 0.01 0.00
0.00 0.00 0.00
0.00 0.00 0.00
0.00 0.00 0.00
0.00 0.00 0.00
0.00 -0.01 0.00
0.00 -0.02 -0.01
-0.02 0.00 0.01
0.00 -0.02 0.03
0.00 0.02 0.01
0.00 -0.01 -0.01
-0.01 0.00 0.01
0.00 0.00 0.00
0.00 0.00 0.00
0.00 0.00 0.00
0.00 0.00 0.00
0.00 0.00 0.00
0.00 0.00 0.02
-0.01 -0.02 0.00
0.00 0.00 0.00
0.00 0.00 0.00
0.00 0.00 0.00
0.00 0.00 0.00
0.00 0.00 0.00
-0.13 -0.20 0.06
0.14 -0.56 0.54
0.01 0.58 -0.44
0.15 0.05 0.00
0.00 -0.07 0.09

2.
A molecular structure, C35H31N6OPt, computed with wB97M-V/def2-TZVPD.

Kohn-Sham gap = 0.25603 Eh
DFT total energy = -51029.993 eV
E_LUMO = -3.4 eV
charge = +1
HOMO energy = -10.3759 eV
relative energy (zero: lowest compared OMol25 entry of this formula, charge and spin) = 1.234 eV

Last column: Löwdin charge in e.
Cartesian coordinates (Å):
1 Pt -0.640121 0.724892 -0.014516  1.119
2 C 0.289652 1.236866 4.160568  -0.007
3 C -0.054563 0.011562 4.705246  -0.016
4 C -0.539445 -0.974481 3.866456  0.016
5 C -0.713988 -0.706352 2.518400  -0.191
6 N -0.496297 0.525779 2.018416  -0.046
7 C 0.053273 1.454210 2.818151  -0.111
8 C -0.974690 -1.752638 1.519630  -0.202
9 C -1.423885 -3.025952 1.835835  0.015
10 C -1.558466 -3.970059 0.834340  -0.024
11 C -1.240795 -3.618458 -0.467178  -0.024
12 C -0.814420 -2.325770 -0.707951  -0.107
13 N -0.679008 -1.415347 0.253760  -0.036
14 H 0.735420 2.029489 4.745241  0.117
15 H 0.093489 -0.191571 5.756994  0.124
16 H -0.732263 -1.964838 4.252478  0.117
17 H 0.302725 2.402714 2.366995  0.092
18 H -1.681204 -3.281670 2.853688  0.118
19 H -1.910751 -4.965330 1.067875  0.123
20 H -1.331559 -4.319863 -1.283529  0.118
21 H -0.585468 -2.003287 -1.716181  0.102
22 N -0.150769 0.746314 -2.010095  -0.039
23 C -1.117130 1.232305 -2.970800  -0.246
24 C -1.365688 0.498262 -4.116075  -0.032
25 C -2.304900 0.946408 -5.030103  -0.070
26 C -2.980718 2.128804 -4.772571  -0.062
27 C -2.710739 2.854181 -3.622067  -0.015
28 C -1.753653 2.434415 -2.694695  -0.130
29 C -1.501262 3.220640 -1.454668  -0.190
30 C -1.733871 4.597362 -1.538869  -0.048
31 C -1.824722 5.403556 -0.417995  -0.077
32 C -1.730317 4.803472 0.821744  -0.090
33 C -1.396743 3.457177 0.913924  -0.137
34 C -1.186927 2.637997 -0.197771  -0.252
35 H 0.138967 -0.193784 -2.265655  0.071
36 H 0.701671 1.304301 -2.067598  0.122
37 H -0.822837 -0.424240 -4.295263  0.113
38 H -2.510629 0.376232 -5.925370  0.110
39 H -3.733306 2.485012 -5.462864  0.111
40 H -3.283205 3.749675 -3.425703  0.115
41 H -1.864328 5.046543 -2.515289  0.111
42 H -2.016533 6.463804 -0.517925  0.109
43 H -1.896705 5.366381 1.730560  0.104
44 H -1.346859 3.054659 1.911882  0.065
45 C 0.187291 7.388873 3.864829  -0.046
46 C 1.090796 6.287679 3.377826  -0.278
47 C 1.772728 5.461983 4.265926  -0.035
48 C 2.610831 4.440859 3.834536  -0.018
49 C 2.764335 4.219721 2.467945  -0.233
50 N 3.568586 3.198818 1.919951  0.130
51 C 4.415467 2.346999 2.572516  -0.512
52 O 4.737388 2.422625 3.735488  0.097
53 N 4.988220 1.391333 1.718403  0.130
54 C 4.315886 0.524810 0.842287  -0.208
55 C 5.051766 -0.489646 0.232300  -0.005
56 C 4.416380 -1.390287 -0.596568  -0.052
57 C 3.050978 -1.263519 -0.800174  -0.161
58 N 2.334233 -0.293191 -0.241739  0.031
59 C 2.950773 0.582164 0.549307  -0.096
60 C 2.080961 5.030652 1.565841  -0.026
61 C 1.269248 6.055032 2.017785  -0.051
62 H 0.453577 7.701131 4.873638  0.078
63 H -0.854747 7.061248 3.885520  0.078
64 H 0.243802 8.261169 3.214078  0.081
65 H 1.671689 5.633200 5.331552  0.115
66 H 3.161414 3.843834 4.544156  0.101
67 H 3.660635 3.216680 0.916556  0.143
68 H 5.819242 0.995846 2.133508  0.148
69 H 6.117242 -0.566576 0.414259  0.123
70 H 4.972590 -2.186417 -1.071964  0.111
71 H 2.517413 -1.977521 -1.418527  0.099
72 H 2.312099 1.337074 0.987242  0.081
73 H 2.192707 4.869017 0.498392  0.116
74 H 0.772235 6.684337 1.289581  0.115

Atomic forces in eV per Å
0.23 -0.29 0.15
0.00 -0.03 0.01
0.05 0.09 0.04
0.00 -0.15 -0.02
0.12 0.15 0.16
0.00 0.31 0.19
-0.07 -0.07 -0.02
-0.10 -0.37 -0.13
-0.04 -0.03 0.13
0.01 -0.01 -0.04
0.03 0.05 0.02
-0.02 -0.03 -0.04
-0.01 0.05 0.01
0.00 -0.03 0.02
0.00 0.01 0.00
-0.01 0.01 -0.03
0.06 -0.06 -0.03
0.01 0.03 -0.01
-0.01 0.00 0.00
0.00 0.00 0.00
-0.01 -0.04 0.02
-0.09 -0.05 -0.19
0.01 0.03 -0.03
-0.02 -0.06 0.01
-0.01 0.02 0.01
0.01 0.01 0.03
-0.01 -0.04 -0.05
0.03 0.03 0.01
0.00 0.05 0.06
-0.01 0.05 -0.06
-0.03 -0.06 -0.06
0.08 -0.15 0.09
-0.09 0.22 -0.03
-0.11 0.38 -0.20
0.05 0.06 -0.04
-0.04 0.05 0.18
0.00 0.00 0.00
0.01 0.00 0.00
0.00 0.00 0.00
0.02 0.01 0.02
-0.01 -0.01 0.00
0.00 -0.01 -0.01
0.03 0.06 0.01
-0.06 -0.03 -0.03
0.02 -0.03 -0.01
0.01 0.00 0.04
0.00 0.01 -0.03
-0.02 -0.05 -0.05
-0.08 0.05 0.07
0.03 -0.11 -0.02
0.11 0.37 -0.10
-0.11 -0.11 0.05
-0.05 -0.22 -0.09
0.04 0.06 0.03
0.05 -0.01 -0.06
0.04 -0.04 0.03
-0.01 0.01 0.04
0.16 -0.10 -0.24
-0.04 -0.02 0.13
-0.02 0.02 -0.01
0.01 -0.02 -0.02
0.00 0.00 0.00
0.00 0.00 0.00
0.00 0.00 0.00
0.00 0.00 0.00
0.01 0.00 0.01
-0.06 -0.05 0.01
-0.04 -0.01 0.06
-0.01 0.00 0.01
-0.01 0.00 0.00
0.00 0.03 -0.03
0.02 0.06 0.02
0.01 -0.01 0.01
-0.04 0.00 0.02

3.
A molecular structure, C35H32AgN6O2, computed with wB97M-V/def2-TZVPD.

Kohn-Sham gap = 0.25127 Eh
DFT total energy = -53852.372 eV
E_LUMO = 2.8 eV
charge = -1
HOMO energy = -4.0746 eV
relative energy (zero: lowest compared OMol25 entry of this formula, charge and spin) = 0.068 eV

Last column: Löwdin charge in e.
Cartesian coordinates (Å):
1 Ag 0.315317 -1.778934 0.065821  0.764
2 C -1.346052 0.225044 -6.748104  -0.075
3 C -1.422221 -0.187355 -5.302633  -0.305
4 C -2.447526 -0.999594 -4.822392  -0.067
5 C -2.492254 -1.417747 -3.509505  -0.033
6 C -1.514455 -1.049530 -2.551650  -0.254
7 N -1.529076 -1.511047 -1.271324  0.002
8 C -2.741739 -1.813636 -0.701437  -0.266
9 C -3.856182 -0.950920 -0.778975  -0.029
10 C -5.045809 -1.224335 -0.138553  -0.058
11 C -5.217670 -2.373926 0.634173  -0.299
12 C -6.500129 -2.637449 1.376628  -0.071
13 C -4.141029 -3.239947 0.716675  0.008
14 C -2.946193 -2.979670 0.058719  -0.148
15 N -1.918404 -3.968268 0.137345  -0.122
16 C -1.861897 -5.125485 -0.551646  -0.073
17 C -0.683121 -5.746734 -0.206842  -0.078
18 C -0.078276 -4.864950 0.703598  -0.163
19 N -0.833743 -3.793035 0.908499  0.036
20 C -0.492852 -0.209063 -3.057260  -0.143
21 C -0.452270 0.187099 -4.386872  0.000
22 N 0.521156 0.329388 -2.206431  -0.120
23 C 0.693101 1.636801 -1.911566  -0.066
24 C 1.836300 1.742648 -1.153430  -0.055
25 C 2.287732 0.419179 -1.029444  -0.157
26 N 1.496317 -0.429120 -1.675595  0.040
27 H -2.341733 0.314027 -7.186045  0.067
28 H -0.790291 -0.501363 -7.347771  0.072
29 H -0.845804 1.188445 -6.858712  0.068
30 H -3.230087 -1.325575 -5.500966  0.104
31 H -3.301117 -2.061609 -3.188206  0.107
32 H -3.752026 -0.041683 -1.358142  0.115
33 H -5.865323 -0.518046 -0.227735  0.106
34 H -7.367425 -2.326830 0.791258  0.069
35 H -6.534295 -2.093697 2.324451  0.075
36 H -6.611766 -3.698296 1.604446  0.068
37 H -4.212646 -4.153394 1.297296  0.120
38 H -2.654015 -5.399365 -1.226896  0.120
39 H -0.311816 -6.687571 -0.572977  0.081
40 H 0.871962 -4.936048 1.207602  0.099
41 H 0.372972 0.820951 -4.694952  0.120
42 H -0.009155 2.370715 -2.268395  0.121
43 H 2.268417 2.634787 -0.733224  0.080
44 H 3.139259 0.036782 -0.489245  0.105
45 C 0.044029 5.318786 0.521135  -0.057
46 C 1.295867 4.643899 1.021158  -0.255
47 C 2.535126 5.208331 0.719500  -0.086
48 C 3.701387 4.584401 1.127452  -0.104
49 C 3.652968 3.400720 1.844952  -0.039
50 C 2.421206 2.828385 2.167438  -0.204
51 N 2.288669 1.626428 2.854017  0.103
52 C 3.345667 0.800877 3.251980  -0.187
53 C 4.394506 1.296017 4.031934  -0.049
54 C 5.412799 0.463051 4.458849  -0.103
55 C 5.403578 -0.884639 4.121249  -0.105
56 C 4.363353 -1.381906 3.354721  -0.033
57 C 3.325474 -0.565749 2.919534  -0.062
58 C 2.228119 -1.179403 2.067931  -0.653
59 O 2.496097 -2.213438 1.430419  -0.054
60 O 1.109810 -0.584162 2.040533  -0.102
61 C 1.229938 3.456438 1.746241  -0.183
62 C -0.075753 2.772470 2.042929  -0.026
63 H 0.293754 6.232550 -0.017739  0.068
64 H -0.628763 5.583806 1.339098  0.078
65 H -0.513702 4.668710 -0.156761  0.078
66 H 2.578697 6.129732 0.151122  0.096
67 H 4.663390 5.013215 0.873447  0.095
68 H 4.569763 2.902602 2.124829  0.096
69 H 1.514181 1.033873 2.532844  0.078
70 H 4.385617 2.340374 4.316100  0.109
71 H 6.213169 0.867514 5.067271  0.094
72 H 6.199252 -1.539273 4.453504  0.090
73 H 4.333240 -2.421677 3.056430  0.111
74 H -0.139406 2.498474 3.098323  0.090
75 H -0.164062 1.842353 1.471602  0.085
76 H -0.932105 3.395598 1.798374  0.063

Atomic forces in eV per Å
-0.02 0.09 0.17
0.01 0.00 -0.01
0.01 0.01 -0.01
-0.02 -0.01 0.00
0.02 0.01 -0.01
0.01 0.00 -0.03
0.09 -0.02 0.00
-0.01 0.01 0.01
-0.02 -0.01 0.02
0.01 0.02 -0.02
-0.02 -0.02 0.02
-0.01 -0.01 0.00
0.00 0.01 -0.01
-0.02 0.04 0.02
-0.01 -0.03 -0.09
0.01 0.02 0.03
-0.02 -0.03 -0.03
-0.01 0.04 0.02
0.02 -0.05 0.05
-0.01 -0.06 -0.01
-0.01 0.00 0.02
-0.05 0.07 0.06
0.03 -0.03 -0.03
-0.02 0.02 0.02
0.00 -0.01 -0.04
0.03 -0.08 -0.02
-0.01 0.00 0.00
0.00 0.00 -0.01
0.01 0.01 0.00
0.00 0.00 -0.01
0.00 0.00 0.00
0.01 0.00 0.00
-0.01 0.00 0.00
0.00 0.00 0.00
0.00 0.00 0.00
0.00 0.00 0.00
-0.01 -0.01 0.01
-0.01 -0.01 -0.02
0.02 -0.01 0.00
0.02 -0.01 0.00
0.01 0.01 -0.01
-0.01 0.03 0.00
0.00 0.01 0.01
0.02 -0.01 0.01
-0.01 0.00 -0.01
0.02 0.00 0.00
0.01 0.00 0.01
-0.01 0.01 0.00
0.00 0.00 0.01
0.01 0.06 0.00
-0.03 -0.10 -0.05
0.00 0.01 0.02
-0.01 0.00 -0.01
0.00 0.00 0.00
0.02 -0.01 0.01
-0.01 0.01 0.00
-0.01 0.02 0.00
0.02 0.00 0.00
0.00 -0.04 -0.06
-0.03 0.01 -0.09
-0.01 -0.01 0.02
0.00 0.00 -0.01
0.00 0.00 0.00
0.00 0.01 0.00
-0.01 0.00 0.00
0.00 0.01 0.00
0.00 0.00 0.00
0.00 0.00 -0.01
0.01 0.02 0.03
0.00 0.00 0.01
0.00 0.00 0.00
0.01 0.00 0.00
0.00 0.00 0.00
0.00 0.00 0.00
-0.01 -0.01 0.00
0.00 0.00 0.00

> The lowest E_LUMO belongs to which entry?

C35H31N6O4RuS3

> Look up the E_LUMO of the second one.

-3.4 eV

> Which value of E_LUMO does entry 2 give?

-3.4 eV